Entry 1:
# C17H36N2O3PS2

The ion C17H36N2O3PS2 with charge -1 in a non-equilibrium geometry (the ωB97M-V functional and the def2-TZVPD basis, the Open Molecules 2025 dataset).

Output
- net charge = -1
- E_LUMO (eV) = 2.721
- gap between HOMO and LUMO (eV) = 6.39
- HOMO energy (eV) = -3.67

Each line ends with the natural charge from an NBO analysis.
Element x y z (Å)
C 1.552 -4.839 -0.779  -0.64
C 2.715 -4.028 -1.395  -0.20
N 2.869 -2.644 -0.951  -0.53
C 1.604 -1.869 -0.950  -0.22
C 1.757 -0.435 -1.464  -0.75
P 0.220 0.671 -1.037  0.89
C 0.673 0.765 0.838  -0.76
C 2.044 1.341 1.258  -0.43
C 2.632 0.501 2.423  -0.05
O 1.715 0.259 3.475  -0.73
C 1.121 2.320 -1.480  -0.73
C 0.538 3.569 -0.766  -0.42
C -0.840 4.011 -1.327  -0.47
S -2.117 3.847 0.016  0.17
C -3.371 2.808 -0.763  -0.02
S -4.249 3.486 -1.980  -0.13
N -3.512 1.530 -0.340  -0.42
C -3.363 1.425 1.134  -0.27
C -3.966 0.167 1.734  -0.09
O -5.260 -0.150 1.234  -0.53
C -5.047 -0.411 -0.151  -0.09
C -4.773 0.938 -0.814  -0.25
C 3.594 -2.528 0.267  0.74
C 3.087 -3.125 1.589  -0.75
O 4.636 -1.988 0.292  -0.54
H 1.519 -4.832 0.305  0.20
H 1.609 -5.861 -1.163  0.20
H 0.601 -4.448 -1.146  0.21
H 3.641 -4.555 -1.133  0.18
H 2.643 -4.094 -2.482  0.20
H 0.894 -2.340 -1.625  0.20
H 1.145 -1.904 0.048  0.18
H 2.730 0.000 -1.211  0.19
H 1.755 -0.534 -2.555  0.20
H -0.210 0.551 -2.437  -0.20
H -0.527 -0.587 -0.747  -0.22
H -1.019 1.384 -0.761  -0.19
H -0.102 1.378 1.312  0.19
H 0.534 -0.233 1.264  0.20
H 2.824 1.349 0.497  0.21
H 1.906 2.337 1.695  0.18
H 3.052 -0.425 2.039  0.17
H 3.485 1.062 2.842  0.14
H 1.376 1.103 3.799  0.46
H 0.896 2.496 -2.541  0.19
H 2.212 2.280 -1.417  0.20
H 0.512 3.460 0.316  0.21
H 1.229 4.392 -0.998  0.19
H -0.865 5.059 -1.609  0.21
H -1.159 3.359 -2.133  0.24
H -2.292 1.371 1.346  0.25
H -3.704 2.333 1.639  0.19
H -4.083 0.311 2.808  0.19
H -3.325 -0.712 1.604  0.18
H -4.199 -1.089 -0.288  0.18
H -5.965 -0.794 -0.594  0.19
H -5.628 1.575 -0.571  0.20
H -4.671 0.758 -1.883  0.23
H 3.786 -2.862 2.377  0.23
H 3.034 -4.212 1.533  0.22
H 2.107 -2.696 1.809  0.24

Atoms 1-2, force components in eV/Å:
C -0.201 0.214 -0.872
C 0.166 -0.654 0.984


Entry 2:
# C4H6INO

A cluster of 2 separate species, C4H6INO in total in a non-equilibrium geometry (the ωB97M-V functional and the def2-TZVPD basis, the Open Molecules 2025 dataset).

Output
- net charge = 0
- E_LUMO (eV) = 0.219
- gap between HOMO and LUMO (eV) = 8.48
- HOMO energy (eV) = -8.26
- energy above the lowest of the compared OMol25 structures with the same formula, charge and spin (kcal/mol) = 73.03

Each line ends with the natural charge from an NBO analysis.
Element x y z (Å)
C -0.299 0.571 1.161  0.69
C 1.142 -0.885 0.813  0.07
C -0.404 0.545 -1.347  -0.62
C -1.208 0.475 -0.019  -0.56
N 0.876 -2.024 1.191  -0.69
O -0.224 1.279 2.104  -0.47
I 2.789 0.050 -0.243  0.02
H 0.121 -0.398 -1.556  0.22
H 0.408 1.273 -1.319  0.23
H -0.876 0.853 -2.231  0.23
H -1.919 1.338 0.072  0.24
H -2.027 -0.389 0.010  0.27
H 1.622 -2.688 1.366  0.37

Atoms 1-2, force components in eV/Å:
C 1.943 -2.030 -0.195
C -2.656 2.469 0.562